[1]
{
  "formula": "C2H11N4O2",
  "method": "the ωB97M-V functional and the def2-TZVPD basis",
  "species": ["C", "C", "N", "N", "N", "N", "O", "O", "H", "H", "H", "H", "H", "H", "H", "H", "H", "H", "H"],
  "positions_angstrom": [[-0.4066, 0.4482, -0.6755], [-0.2007, 0.0738, 0.8065], [-1.4914, 1.4040, -0.5607], [0.8360, 1.0859, -0.9633], [-1.1457, -0.4224, 1.5590], [1.3114, -1.7655, 0.4710], [-0.6934, -0.7020, -1.4355], [0.7008, 0.7788, 1.4628], [-1.2740, 2.3485, -0.9516], [-2.3955, 0.9251, -0.9564], [1.6185, 0.4099, -1.2302], [0.7643, 1.9547, -1.5267], [-1.8045, -1.1161, 1.2455], [-1.1232, -0.0547, 2.4987], [0.8242, -2.6898, 0.4521], [2.0934, -1.6998, -0.1311], [1.5890, -1.4828, 1.4743], [-0.4569, -0.6235, -2.3893], [1.2544, 1.1279, 0.8504]],
  "relative_energy_kcal_mol": 41.2,
  "orbital_gap_ev": 11.0111,
  "lumo_energy_ha": -0.1123,
  "charge": 1,
  "homo_energy_ha": -0.517
}

[2]
{
  "formula": "C32H48BrN5O4P",
  "method": "the ωB97M-V functional and the def2-TZVPD basis",
  "species": ["C", "C", "C", "C", "C", "C", "C", "C", "C", "C", "C", "C", "N", "C", "N", "C", "O", "C", "C", "C", "C", "C", "C", "P", "O", "O", "O", "N", "C", "C", "C", "C", "C", "C", "C", "C", "N", "Br", "H", "H", "H", "H", "H", "H", "H", "H", "H", "H", "H", "H", "H", "H", "H", "H", "H", "H", "H", "H", "H", "H", "H", "H", "H", "H", "H", "H", "H", "H", "H", "H", "H", "H", "H", "H", "H", "H", "H", "H", "H", "C", "C", "C", "C", "N", "H", "H", "H", "H", "H", "H", "H"],
  "positions_angstrom": [[7.5344, -0.3602, -0.3179], [7.7731, 0.4101, -1.6500], [7.9121, -0.5098, -2.8922], [7.0245, -1.7641, -2.8696], [5.4941, -1.4265, -2.8396], [4.8677, -1.2393, -4.2476], [4.8184, 0.2195, -4.7603], [4.2947, 1.2606, -3.7384], [2.9328, 0.8401, -3.0800], [3.1022, 0.7725, -1.5355], [1.8057, 1.2913, -0.8021], [1.0903, 0.2115, -0.0567], [1.1368, 0.0129, 1.2617], [0.3633, -1.0037, 1.6044], [0.1571, -1.4518, 2.8681], [-0.7282, -2.5378, 3.2795], [-2.0929, -2.3676, 2.9529], [-2.6626, -1.1953, 3.4291], [-2.3275, -0.5607, 4.6016], [-2.9460, 0.6062, 5.0080], [-3.9601, 1.1521, 4.2507], [-4.3241, 0.4867, 3.0892], [-3.6880, -0.6487, 2.6677], [1.0572, -0.6251, 4.0894], [2.4844, -0.5517, 3.7683], [0.4977, 0.8654, 4.1570], [0.9138, -1.3852, 5.4812], [-0.1949, -1.5246, 0.4770], [-1.0829, -2.6272, 0.1352], [-2.4768, -2.1747, -0.3154], [-3.4135, -3.1536, -0.5715], [-4.6798, -2.8407, -1.0164], [-5.0513, -1.5192, -1.2327], [-6.4040, -1.0817, -1.7517], [-4.1060, -0.5455, -0.9486], [-2.8364, -0.8535, -0.5082], [0.2772, -0.7524, -0.5243], [-0.0210, -0.8643, -2.3493], [6.4762, -0.6118, -0.1879], [7.8856, 0.2886, 0.4937], [8.1306, -1.2805, -0.2924], [6.8580, 1.0045, -1.8047], [8.6395, 1.0742, -1.5680], [8.9572, -0.8495, -2.9441], [7.6842, 0.0720, -3.7958], [7.1675, -2.3790, -3.7694], [7.2013, -2.3868, -1.9838], [4.9543, -2.2445, -2.3364], [5.3904, -0.5524, -2.1851], [3.8474, -1.6440, -4.2021], [5.4666, -1.8315, -4.9514], [4.1088, 0.2335, -5.6022], [5.8042, 0.5679, -5.0956], [4.0790, 2.1871, -4.2915], [5.0502, 1.5282, -2.9922], [2.1733, 1.5744, -3.3780], [2.5884, -0.1327, -3.4406], [3.9296, 1.3886, -1.1701], [3.2935, -0.2510, -1.1885], [2.0260, 2.0616, -0.0541], [1.0890, 1.7364, -1.5030], [-0.3997, -3.4465, 2.7567], [-0.6566, -2.7741, 4.3453], [-1.5569, -0.9591, 5.2642], [-2.6286, 1.0769, 5.9361], [-4.4376, 2.0676, 4.5895], [-5.1464, 0.8849, 2.4940], [-3.9983, -1.1485, 1.7542], [1.2944, 1.3823, 4.3688], [1.7723, -1.8206, 5.6181], [-1.2029, -3.3947, 0.8960], [-0.6437, -3.1374, -0.7373], [-3.1834, -4.2129, -0.4469], [-5.4006, -3.6289, -1.2324], [-7.2429, -1.3587, -1.1071], [-6.3589, 0.0171, -1.8467], [-6.5513, -1.4530, -2.7760], [-4.3645, 0.5055, -1.0846], [-2.1397, -0.0354, -0.3227], [-5.7139, 4.6302, 1.8607], [-7.1044, 4.8686, 1.2823], [-7.8974, 3.5743, 1.0788], [-7.3028, 2.7149, 0.0565], [-6.8355, 2.0394, -0.7457], [-5.0904, 4.0496, 1.1776], [-5.2122, 5.5810, 2.0408], [-5.7716, 4.0949, 2.8113], [-7.0172, 5.4074, 0.3370], [-7.6635, 5.5119, 1.9641], [-8.9174, 3.8196, 0.7770], [-7.9708, 3.0265, 2.0206]],
  "orbital_gap_ev": 7.6682,
  "lumo_energy_ha": -0.1375,
  "charge": 1,
  "homo_energy_ha": -0.419
}

[3]
{
  "formula": "C46H46BF7N2O2",
  "method": "the ωB97M-V functional and the def2-TZVPD basis",
  "species": ["N", "C", "C", "C", "C", "B", "O", "N", "O", "H", "H", "H", "H", "H", "H", "H", "H", "H", "H", "H", "F", "C", "C", "C", "C", "C", "C", "H", "H", "H", "H", "H", "F", "C", "C", "C", "C", "C", "C", "H", "H", "H", "H", "H", "F", "C", "C", "C", "C", "C", "C", "H", "H", "H", "H", "H", "F", "C", "C", "C", "C", "C", "C", "H", "H", "H", "H", "H", "F", "C", "C", "C", "C", "C", "C", "H", "H", "H", "H", "H", "F", "C", "C", "C", "C", "C", "C", "H", "H", "H", "H", "H", "F", "C", "C", "C", "C", "C", "C", "H", "H", "H", "H", "H"],
  "positions_angstrom": [[10.5600, -1.0315, -4.6982], [11.1053, -0.0382, -5.6366], [11.5168, 1.2353, -4.8928], [10.4115, 2.2849, -4.7388], [9.0525, 1.6906, -4.3145], [8.0875, 1.3814, -5.4942], [7.1437, 0.3828, -5.4647], [7.3062, -0.6115, -4.4424], [6.4183, -0.6105, -3.6977], [10.2542, -1.8603, -5.1927], [11.3007, -1.3326, -4.0767], [11.9859, -0.4290, -6.1672], [10.3528, 0.1795, -6.4022], [11.8651, 0.9408, -3.8951], [12.3615, 1.6975, -5.4111], [10.2992, 2.8568, -5.6673], [10.7357, 3.0089, -3.9829], [9.2218, 0.8305, -3.6589], [8.5168, 2.4415, -3.7102], [8.0490, 2.0356, -6.4907], [10.9548, -2.7278, -0.7458], [9.6555, -3.0971, -0.7266], [8.8293, -2.6688, -1.7448], [7.4966, -3.0559, -1.7182], [7.0142, -3.8531, -0.6894], [7.8705, -4.2666, 0.3221], [9.2065, -3.8903, 0.3097], [9.2239, -2.0454, -2.5393], [6.8416, -2.7328, -2.5130], [5.9738, -4.1492, -0.6751], [7.4996, -4.8858, 1.1284], [9.8930, -4.2034, 1.0844], [4.6658, 3.4988, -4.6672], [3.6664, 2.7524, -4.1445], [3.8766, 1.4011, -3.9635], [2.8492, 0.6439, -3.4199], [1.6400, 1.2336, -3.0731], [1.4624, 2.5962, -3.2704], [2.4802, 3.3715, -3.8094], [4.8205, 0.9587, -4.2424], [2.9972, -0.4172, -3.2644], [0.8481, 0.6330, -2.6475], [0.5266, 3.0683, -2.9984], [2.3638, 4.4354, -3.9653], [-0.8116, -0.0639, -1.2633], [-2.0218, 0.5121, -1.0848], [-2.4311, 1.4893, -1.9695], [-3.6741, 2.0767, -1.7752], [-4.4765, 1.6835, -0.7130], [-4.0375, 0.6974, 0.1593], [-2.8003, 0.0999, -0.0238], [-1.7894, 1.7767, -2.7921], [-4.0153, 2.8434, -2.4583], [-5.4452, 2.1425, -0.5634], [-4.6590, 0.3906, 0.9905], [-2.4422, -0.6720, 0.6420], [-2.5715, -1.0635, 3.0608], [-1.5991, -2.0070, 3.0746], [-1.9671, -3.3361, 3.0590], [-0.9648, -4.2950, 3.0710], [0.3702, -3.9154, 3.1001], [0.7078, -2.5693, 3.1158], [-0.2826, -1.5975, 3.1023], [-3.0145, -3.6060, 3.0443], [-1.2309, -5.3435, 3.0585], [1.1465, -4.6685, 3.1106], [1.7471, -2.2698, 3.1391], [-0.0455, -0.5422, 3.1091], [-7.4792, 4.3850, -0.4013], [-7.5036, 4.2395, 0.9421], [-8.7234, 4.1627, 1.5819], [-8.7394, 3.9962, 2.9594], [-7.5504, 3.9151, 3.6707], [-6.3375, 3.9950, 3.0004], [-6.3065, 4.1587, 1.6228], [-9.6384, 4.2228, 1.0077], [-9.6872, 3.9219, 3.4758], [-7.5692, 3.7818, 4.7438], [-5.4078, 3.9257, 3.5495], [-5.3718, 4.2122, 1.0802], [-2.7680, -2.4443, 8.4492], [-3.7807, -2.3299, 7.5646], [-3.5403, -1.7112, 6.3549], [-4.5855, -1.5993, 5.4493], [-5.8429, -2.0981, 5.7642], [-6.0562, -2.7134, 6.9902], [-5.0191, -2.8357, 7.9042], [-2.5529, -1.3287, 6.1323], [-4.4165, -1.1218, 4.4954], [-6.6546, -2.0065, 5.0547], [-7.0351, -3.1009, 7.2402], [-5.1594, -3.3141, 8.8639], [-9.2791, 0.0957, 3.1683], [-10.2760, 0.1421, 2.2601], [-10.0416, 0.7553, 1.0462], [-11.0703, 0.7992, 0.1165], [-12.3060, 0.2387, 0.4101], [-12.5135, -0.3706, 1.6398], [-11.4932, -0.4246, 2.5789], [-9.0725, 1.1913, 0.8431], [-10.9030, 1.2740, -0.8414], [-13.1050, 0.2764, -0.3181], [-13.4757, -0.8072, 1.8730], [-11.6309, -0.8970, 3.5420]],
  "relative_energy_kcal_mol": 0.0,
  "orbital_gap_ev": 8.8196,
  "lumo_energy_ha": -0.0098,
  "homo_energy_ha": -0.334,
  "smiles": "NCCCCBON=O.Fc1ccccc1.Fc1ccccc1.Fc1ccccc1.Fc1ccccc1.Fc1ccccc1.Fc1ccccc1.Fc1ccccc1"
}

[4]
{
  "formula": "C15H29INP2Sn",
  "method": "the ωB97M-V functional and the def2-TZVPD basis",
  "species": ["Sn", "C", "P", "C", "C", "C", "P", "C", "C", "H", "H", "H", "H", "H", "H", "H", "H", "H", "H", "H", "H", "H", "H", "H", "H", "I", "C", "C", "C", "C", "C", "N", "H", "H", "H", "H", "C", "C", "C", "C", "H", "H", "H", "H", "H", "H", "H", "H", "H"],
  "positions_angstrom": [[0.6625, -0.4930, 0.2176], [0.0028, -1.7031, 3.8071], [-0.6966, -0.5057, 2.6223], [-0.9157, 0.9834, 3.6481], [-2.4186, -1.0914, 2.3610], [-2.4750, -2.2713, 1.3877], [-1.6183, -1.9357, -0.2139], [-2.9634, -1.4001, -1.3214], [-1.2599, -3.6141, -0.8261], [-0.6458, -1.8200, 4.6758], [0.9734, -1.3269, 4.1323], [0.1584, -2.6708, 3.3305], [-1.4435, 0.7364, 4.5696], [-1.4728, 1.7402, 3.0963], [0.0645, 1.3907, 3.8961], [-2.9833, -0.2413, 1.9675], [-2.8517, -1.3626, 3.3262], [-3.5106, -2.5351, 1.1648], [-1.9969, -3.1493, 1.8293], [-3.7536, -2.1518, -1.3298], [-2.5679, -1.2813, -2.3299], [-3.3676, -0.4413, -0.9979], [-2.1606, -4.2277, -0.7884], [-0.4750, -4.0749, -0.2273], [-0.9134, -3.5514, -1.8578], [1.6518, -0.9981, -3.0501], [3.3156, -0.0034, -2.2206], [4.5744, -0.2313, -2.7508], [5.6339, 0.4525, -2.1767], [5.3883, 1.3292, -1.1309], [4.0858, 1.4833, -0.6908], [3.0584, 0.8171, -1.2267], [4.7218, -0.9170, -3.5726], [6.6395, 0.2988, -2.5452], [6.1907, 1.8785, -0.6586], [3.8345, 2.1635, 0.1142], [-0.7885, 3.6629, -1.1062], [-0.3402, 2.2141, -1.3105], [-1.2412, 1.5346, -2.3378], [-0.3666, 1.4672, 0.0251], [-0.8034, 4.2083, -2.0520], [-0.1193, 4.1886, -0.4233], [-1.7981, 3.6922, -0.6869], [0.6865, 2.2274, -1.6925], [-2.2826, 1.5711, -2.0028], [-0.9635, 0.4878, -2.4797], [-1.1810, 2.0321, -3.3065], [-1.4087, 1.3679, 0.3541], [0.1406, 2.0707, 0.7882]],
  "orbital_gap_ev": 8.3661,
  "lumo_energy_ha": -0.0838,
  "charge": 1,
  "homo_energy_ha": -0.391
}